(1)
20
Properties=species:S:1:pos:R:3 method="wB97M-V/def2-TZVPD" smiles=C[C@@]1(N)C[C@@H]1CCF de_lowest_ev=0.997 mol_weight_g_mol=117.17 charge=0 gap_ev=9.84
C 1.80279 -1.37729 -0.32196
C 0.56153 -0.58759 -0.65429
C -0.67904 -1.39846 -0.87755
C -0.53343 -0.58743 0.42264
C -1.36204 0.68346 0.62484
C -0.66056 1.79296 1.41529
H 2.58966 -0.75506 0.15811
H 1.52171 -2.14955 0.37958
H 2.23332 -1.76903 -1.25722
H 0.02805 1.16875 -1.59876
H 1.54593 1.10921 -1.32155
H -1.35175 -1.17548 -1.68428
H -0.61446 -2.48466 -0.69391
H -0.25664 -1.16159 1.25143
H -1.62651 1.11652 -0.31202
H -2.26694 0.46210 1.19579
H 0.24161 2.19864 0.88990
H -0.42867 1.49188 2.41105
N 0.78437 0.53122 -1.56990
F -1.52895 2.89141 1.54281

(2)
21
Properties=species:S:1:pos:R:3 method="wB97M-V/def2-TZVPD" de_lowest_ev=4.050 mol_weight_g_mol=133.17 charge=0 gap_ev="8.70 / 6.14"
C -3.27385 -0.19570 -0.05694
C 1.76879 0.11882 -0.67626
C 0.03171 -1.26076 0.14376
C 0.49040 0.94441 1.23789
C -0.67225 0.74605 -1.02626
C 0.32129 0.16529 -0.09009
N -4.36601 -0.26757 -0.52299
O -0.93838 2.05810 -1.14084
F -2.99789 0.13730 1.37820
H 1.87679 -0.65180 -1.38948
H 2.06369 1.18220 -1.00267
H 2.42919 -0.03410 0.19534
H -1.00868 -1.54822 0.37924
H 0.69754 -1.40170 0.91276
H 0.37203 -1.84475 -0.67180
H 0.86337 1.99097 0.96945
H -0.50873 1.11914 1.84387
H 1.15621 0.45627 1.94057
H -1.22592 0.25908 -1.90675
H -5.27157 -0.18725 -0.02190
H -0.64174 2.42431 -0.22300

(3)
23
Properties=species:S:1:pos:R:3 method="wB97M-V/def2-TZVPD" de_lowest_ev=2.813 mol_weight_g_mol=400.04 charge=+1 gap_ev="6.87 / 6.86"
C 2.69392 1.24797 -0.92389
C -1.88126 -0.80862 0.30207
C -0.39135 -1.24789 0.38991
C -2.00365 0.57650 -0.32949
C 0.43365 -1.03920 -0.78218
C 2.80282 -0.70165 0.26666
N -1.75948 1.51613 0.71297
O 3.18556 1.57487 -1.91387
S 2.14380 -1.90961 -0.77988
I 1.41956 2.65973 0.33878
I 4.87292 -0.96481 0.53351
H -2.46742 -1.54294 -0.34594
H -2.39306 -0.87774 1.28371
H 0.10728 -0.50892 1.08810
H -0.46173 -2.31331 0.86734
H -1.15243 0.63046 -1.14883
H -2.90924 0.76307 -0.92595
H -0.16953 -1.63748 -1.45705
H 0.67331 -0.10597 -1.22494
H 2.25888 -0.44906 1.06542
H -0.72348 1.53760 0.94473
H -2.27591 1.13491 1.45154
H -2.00314 2.46596 0.58730

(4)
24
Properties=species:S:1:pos:R:3 method="wB97M-V/def2-TZVPD" de_lowest_ev=3.389 mol_weight_g_mol=508.89 charge=+1 gap_ev="3.44 / 3.53"
C -1.59593 -0.63890 1.22599
C 0.28337 -1.11698 -0.38495
C -2.09629 -1.82865 1.66101
C -0.34089 3.14695 -0.65481
C 1.48413 -0.19757 -0.87865
C 0.91043 1.07502 -1.41185
N -0.56956 -0.38471 0.47178
N 0.74759 -2.43303 0.14624
O 0.30903 1.87536 -0.42473
I 2.00306 -0.19379 3.15479
I -1.85762 -3.65054 0.81518
I -3.43075 -1.84645 3.36915
H -2.07811 0.14577 1.63043
H -0.21977 -1.31667 -1.36550
H -1.42179 3.05945 -1.06064
H 0.25711 3.72471 -1.18842
H -0.60027 3.53140 0.28635
H 1.94413 -0.89669 -1.63132
H 2.22690 -0.00769 -0.13740
H 1.68972 1.74076 -1.81399
H 0.02808 0.93496 -2.16907
H -0.27565 0.69562 0.31467
H 0.93160 -3.17323 -0.59172
H 1.67149 -2.24510 0.63745

Q: Which value of charge does entry 2 give?
A: 0